Record 1
Molecular formula: C15H17FeN
Method: DFT, ωB97M-V/def2-TZVPD

Geometry (Å):
C1 -1.970 2.173 -1.233
C2 -0.601 2.407 -1.557
C3 0.127 2.503 -0.337
C4 -0.786 2.309 0.738
C5 -2.085 2.104 0.184
Fe1 -0.763 0.289 -0.496
C6 -0.586 -0.541 -2.432
C7 -1.994 -0.954 -2.118
C8 -3.010 -1.106 -3.016
N1 -2.141 -1.028 -0.711
H1 1.204 2.652 -0.245
H2 -0.189 2.496 -2.562
H3 -0.533 2.291 1.800
H4 -3.001 1.910 0.745
H5 -2.773 1.997 -1.951
H6 -0.447 -0.062 -3.409
H7 -3.070 -1.307 -0.387
H8 0.135 -1.361 -2.258
H9 -2.812 -1.061 -4.090
H10 -4.028 -1.346 -2.687
C9 -0.238 -0.635 1.357
C10 1.228 -0.850 1.599
C11 2.107 0.239 1.704
C12 3.464 0.026 1.972
C13 3.951 -1.273 2.139
C14 3.083 -2.362 2.037
C15 1.728 -2.154 1.768
H11 -0.756 -1.619 1.368
H12 -0.652 -0.038 2.196
H13 1.746 1.250 1.596
H14 4.136 0.869 2.058
H15 4.999 -1.436 2.353
H16 3.458 -3.369 2.173
H17 1.069 -3.011 1.704

Force components x, y, z for each atom (eV/Å):
C 0.1636 0.3001 0.0170
C -0.3131 0.4550 0.2392
C -0.1335 0.0634 0.0081
C -0.2106 0.4472 -0.1515
C 0.2832 0.3829 -0.0262
Fe 0.1313 -0.4263 0.6283
C 0.1368 -0.4535 0.2754
C -0.7720 -0.3876 0.3520
C 0.1751 -0.0424 -0.0714
N -0.6335 -0.5345 -1.5740
H -0.4114 -0.0569 -0.0488
H -0.1565 -0.1253 0.4123
H -0.1048 -0.0124 -0.4673
H 0.3993 0.0149 -0.2358
H 0.3485 0.0103 0.2981
H -0.0294 -0.1292 0.3446
H 0.3354 0.2108 -0.2761
H -0.3187 0.1548 -0.2086
H -0.0724 -0.0351 0.3710
H 0.3651 0.1624 -0.1016
C 0.7530 -0.5155 0.7026
C -1.1102 -0.1000 0.1532
C 0.9744 -0.5710 0.2687
C -0.5635 -0.4148 -0.0497
C -0.1085 0.0399 -0.0270
C -0.3216 0.5109 -0.1536
C 0.9651 0.3213 0.0030
H 0.2857 0.6462 -0.0892
H 0.1094 -0.1025 -0.5025
H -0.1702 0.0513 -0.0673
H 0.0518 0.0593 -0.0002
H 0.0559 0.0049 -0.0009
H 0.0376 -0.0481 0.0088
H -0.1411 0.1196 -0.0306

Output
Net charge = -1
Multiplicity = 6
Energy relative to the best compared isomer or geometry (same formula, charge and spin) = 0.000 eV
E = -51705.8300 eV
F_max = 1.8 eV/A
⟨S²⟩ = 8.7686
Gap between HOMO and LUMO (spin up / spin down) = 0.2389 / 0.2546 Eh
E_HOMO (spin up / spin down) = -3.0 / -3.5 eV

Atomic charges from the Mulliken analysis, expressed in e, are listed below: number 1, C, carries -0.81; number 2, C, carries -0.58; number 3, C, carries -0.46; number 4, C, carries -0.84; number 5, C, carries -0.37; number 6, Fe, carries 0.27; number 7, C, carries -0.44; number 8, C, carries 0.62; number 9, C, carries -1.25; number 10, N, carries -0.21; number 11, H, carries 0.41; number 12, H, carries 0.44; number 13, H, carries 0.59; number 14, H, carries 0.37; number 15, H, carries 0.42; number 16, H, carries 0.35; number 17, H, carries 0.08; number 18, H, carries 0.18; number 19, H, carries 0.29; number 20, H, carries 0.24; number 21, C, carries -1.35; number 22, C, carries 0.92; number 23, C, carries 0.00; number 24, C, carries -0.68; number 25, C, carries -0.41; number 26, C, carries -0.48; number 27, C, carries -0.61; number 28, H, carries 0.37; number 29, H, carries 0.33; number 30, H, carries 0.23; number 31, H, carries 0.38; number 32, H, carries 0.34; number 33, H, carries 0.35; number 34, H, carries 0.30

Record 2
Molecular formula: C37H32BrCaClN5O5PS
Method: DFT, ωB97M-V/def2-TZVPD

Geometry (Å):
Ca1 0.153 1.417 0.379
O1 5.498 -1.282 -0.021
C1 5.038 -1.634 1.156
O2 5.628 -2.397 1.886
C2 3.743 -1.044 1.600
C3 3.212 -1.254 2.861
N1 2.073 -0.549 2.934
N2 1.824 0.104 1.799
C4 2.814 -0.176 0.966
C5 2.774 0.372 -0.440
O3 3.767 0.205 -1.163
O4 1.712 0.926 -0.789
H1 4.877 -0.657 -0.539
H2 3.593 -1.850 3.666
H3 1.451 -0.460 3.726
Cl1 -2.292 1.102 -1.417
C6 -2.460 -0.130 -2.608
C7 -3.471 -0.031 -3.549
C8 -3.570 -1.002 -4.531
C9 -2.659 -2.045 -4.573
C10 -1.662 -2.139 -3.617
C11 -1.556 -1.191 -2.605
P1 -0.251 -1.185 -1.305
C12 0.877 -2.457 -1.989
C13 1.928 -2.007 -2.783
C14 2.825 -2.906 -3.334
C15 2.683 -4.262 -3.091
C16 1.635 -4.717 -2.307
C17 0.733 -3.824 -1.759
C18 -1.044 -2.200 -0.005
C19 -0.202 -2.529 1.056
C20 -0.668 -3.263 2.128
C21 -1.994 -3.668 2.155
C22 -2.843 -3.329 1.114
C23 -2.376 -2.596 0.034
H4 -4.160 0.799 -3.513
H5 -4.354 -0.935 -5.269
H6 -2.723 -2.786 -5.355
H7 -0.953 -2.953 -3.656
H8 2.049 -0.945 -2.949
H9 3.641 -2.546 -3.942
H10 3.392 -4.964 -3.504
H11 1.520 -5.775 -2.118
H12 -0.080 -4.191 -1.148
H13 0.840 -2.239 1.001
H14 -0.006 -3.521 2.941
H15 -2.358 -4.249 2.988
H16 -3.881 -3.635 1.149
H17 -3.041 -2.353 -0.786
Br1 0.970 3.258 2.573
C24 0.269 1.969 3.860
C25 0.783 2.050 5.128
C26 0.240 1.264 6.155
C27 -0.816 0.442 5.884
C28 -1.328 0.325 4.574
C29 -2.427 -0.515 4.311
C30 -2.932 -0.606 3.047
C31 -2.327 0.095 1.995
C32 -1.240 0.939 2.149
C33 -0.767 1.076 3.491
H18 1.586 2.736 5.349
H19 0.630 1.354 7.159
H20 -1.292 -0.123 6.674
H21 -2.857 -1.073 5.130
H22 -3.780 -1.242 2.842
H23 -2.767 -0.034 1.014
C34 1.600 5.028 -4.673
C35 1.869 5.176 -3.176
C36 0.735 4.708 -2.339
N3 0.807 3.893 -1.362
N4 -0.342 3.661 -0.721
C37 -1.351 4.330 -1.206
N5 -2.600 4.256 -0.734
S1 -0.913 5.319 -2.593
H24 2.441 5.418 -5.241
H25 0.710 5.582 -4.965
H26 1.458 3.983 -4.937
H27 2.059 6.231 -2.949
H28 2.750 4.599 -2.888
H29 -2.715 3.893 0.218
H30 -3.274 4.925 -1.065
O5 -2.601 3.461 1.941
H31 -1.998 4.029 2.424
H32 -2.254 2.549 2.053

Force components x, y, z for each atom (eV/Å):
Ca -1.4796 1.2972 0.0436
O 0.0527 0.1530 -0.4052
C 0.0082 -0.1321 0.1546
O -0.0161 0.0199 0.0021
C -0.2051 0.1442 0.0574
C 0.2010 0.0768 -0.4349
N 0.2138 -0.0795 -0.1709
N -0.5165 0.2988 -0.3294
C 0.4228 -0.4463 0.3941
C 1.0368 -0.4421 -0.0983
O 0.1727 -0.0298 -0.0033
O 1.8629 -0.0325 -1.3563
H 0.0106 -0.2307 0.4062
H 0.0534 -0.0760 0.1635
H -0.0705 0.1017 -0.1727
Cl -0.4684 0.6400 0.2532
C 0.1992 -0.7204 -0.4519
C -0.0189 0.1167 0.0947
C 0.0514 0.0046 0.0490
C -0.0347 -0.0422 -0.0550
C -0.0362 0.0435 0.0966
C 0.1021 0.3230 0.1352
P -0.5290 -1.1036 -0.2912
C 0.1260 0.2611 0.0765
C -0.0744 0.0743 0.0786
C 0.0639 -0.0470 -0.0889
C 0.0324 0.0202 -0.0307
C -0.0234 -0.1155 -0.0016
C -0.0271 0.0696 0.0096
C -0.0972 0.1284 0.0824
C 0.0097 -0.0270 -0.0900
C -0.0475 -0.0486 0.0288
C 0.0139 -0.0202 -0.0067
C -0.1450 -0.1226 0.0760
C 0.2119 0.0126 -0.1652
H -0.0552 0.0695 0.0063
H -0.0826 0.0254 -0.0900
H -0.0169 -0.0703 -0.0476
H 0.0414 -0.0618 -0.0042
H 0.0870 0.0956 -0.0111
H 0.0842 0.0470 -0.0279
H 0.0569 -0.0436 -0.0407
H 0.0010 -0.0760 0.0148
H -0.0111 -0.0173 0.0256
H 0.0836 0.0418 0.1309
H 0.0795 -0.0374 0.0499
H -0.0924 -0.0333 0.0929
H -0.0189 -0.0346 -0.0380
H -0.0213 0.0236 0.0209
Br -0.2026 -0.3735 0.4846
C 0.3737 0.4454 0.2282
C 0.1020 0.2552 -0.3719
C -0.2125 -0.1417 0.0367
C 0.1178 -0.0109 0.1405
C 0.2298 0.2118 -0.1577
C -0.2035 -0.0991 -0.2323
C -0.0556 -0.2396 0.4083
C 0.2546 0.3891 0.0283
C -1.0418 -0.3886 1.0096
C -0.2596 -0.2343 0.1672
H 0.0544 0.0915 -0.0286
H 0.0534 -0.0127 0.0554
H 0.0175 -0.0743 0.0619
H -0.0921 -0.0722 0.1039
H -0.1338 -0.0614 0.0496
H -0.0343 -0.0220 -0.0892
C 0.0851 0.0118 0.1572
C 0.1486 0.0672 -0.2174
C -0.4605 0.3609 -0.2127
N 1.4213 0.1223 -0.4239
N -1.1365 -0.4702 0.6852
C 0.0541 0.5480 -0.6324
N -0.3846 0.1031 -0.0376
S 0.2863 -0.5200 0.6280
H 0.0345 0.0081 -0.0780
H -0.0709 0.0432 -0.0900
H -0.0306 -0.0809 -0.0464
H 0.0596 -0.1100 0.0382
H -0.0616 0.0598 0.0726
H 0.0080 0.0415 0.1210
H 0.0418 -0.0903 0.0540
O -0.4354 0.0935 -0.0636
H 0.1792 0.0294 0.0975
H 0.1032 0.1219 -0.0780

Output
Energy relative to the best compared isomer or geometry (same formula, charge and spin) = 1.247 eV
E = -177707.9448 eV
F_max = 2.3 eV/A
Gap between HOMO and LUMO = 0.3032 Eh
E_HOMO = -8.0 eV

Atomic charges from the Mulliken analysis, expressed in e, are listed below: number 1, Ca, carries 0.79; number 2, O, carries -0.59; number 3, C, carries 0.45; number 4, O, carries -0.64; number 5, C, carries 0.30; number 6, C, carries -0.66; number 7, N, carries 0.06; number 8, N, carries 0.49; number 9, C, carries -0.42; number 10, C, carries 0.77; number 11, O, carries -0.89; number 12, O, carries -0.50; number 13, H, carries 0.42; number 14, H, carries 0.57; number 15, H, carries -0.14; number 16, Cl, carries 0.01; number 17, C, carries 0.55; number 18, C, carries -0.64; number 19, C, carries -0.59; number 20, C, carries -0.85; number 21, C, carries -0.41; number 22, C, carries -0.35; number 23, P, carries 1.14; number 24, C, carries 0.07; number 25, C, carries -0.64; number 26, C, carries -0.76; number 27, C, carries -0.57; number 28, C, carries -0.70; number 29, C, carries -0.17; number 30, C, carries 0.82; number 31, C, carries -0.12; number 32, C, carries -0.80; number 33, C, carries -0.78; number 34, C, carries -0.75; number 35, C, carries -0.60; number 36, H, carries 0.50; number 37, H, carries 0.39; number 38, H, carries 0.43; number 39, H, carries 0.44; number 40, H, carries 0.42; number 41, H, carries 0.44; number 42, H, carries 0.40; number 43, H, carries 0.43; number 44, H, carries 0.44; number 45, H, carries 0.40; number 46, H, carries 0.48; number 47, H, carries 0.38; number 48, H, carries 0.42; number 49, H, carries 0.42; number 50, Br, carries -0.12; number 51, C, carries 0.71; number 52, C, carries -0.70; number 53, C, carries -0.75; number 54, C, carries -0.89; number 55, C, carries 1.13; number 56, C, carries -1.23; number 57, C, carries -1.07; number 58, C, carries 0.91; number 59, C, carries -1.52; number 60, C, carries 1.31; number 61, H, carries 0.46; number 62, H, carries 0.41; number 63, H, carries 0.42; number 64, H, carries 0.38; number 65, H, carries 0.53; number 66, H, carries 0.42; number 67, C, carries -1.12; number 68, C, carries -0.30; number 69, C, carries 0.28; number 70, N, carries -0.52; number 71, N, carries -0.06; number 72, C, carries 0.02; number 73, N, carries -0.17; number 74, S, carries -0.26; number 75, H, carries 0.36; number 76, H, carries 0.35; number 77, H, carries 0.29; number 78, H, carries 0.25; number 79, H, carries 0.24; number 80, H, carries 0.31; number 81, H, carries 0.22; number 82, O, carries -0.76; number 83, H, carries 0.32; number 84, H, carries 0.29